[1]
{"formula": "C3H8N4O", "method": "ωB97M-V/def2-TZVPD", "species": ["C", "C", "C", "H", "H", "H", "H", "H", "H", "H", "H", "N", "N", "N", "N", "O"], "positions_angstrom": [[-0.054, -0.923, 0.227], [1.201, 0.006, 0.490], [1.644, 0.933, -0.351], [-1.191, -2.850, -0.609], [-3.556, -1.246, 0.562], [-1.094, 0.433, -0.734], [2.110, -0.788, 0.272], [1.274, 0.169, 1.745], [2.360, 0.733, -1.064], [-0.372, 3.198, -0.022], [0.073, 1.844, 1.126], [-2.155, -1.495, -0.706], [-1.448, -0.520, 0.245], [1.025, 2.057, -0.508], [-0.095, 2.157, 0.152], [0.295, -2.122, 0.280]], "forces_ev_per_angstrom": [[1.2, -2.2, 2.3], [0.9, -8.1, 6.2], [-0.9, 6.8, -3.2], [-2.3, 3.8, 0.7], [2.4, -1.4, -2.6], [-1.7, -2.5, 3.6], [-2.6, 1.2, 1.5], [-0.4, 0.0, -3.3], [1.9, -0.1, -1.1], [0.1, -2.6, 1.5], [-1.1, 0.6, -0.2], [-0.7, -0.9, 4.4], [3.6, 1.5, -7.1], [3.0, -1.3, -2.9], [-2.1, 3.7, 1.3], [-1.4, 1.5, -1.1]], "e_above_lowest_ev": 14.3042, "homo_lumo_gap_ev": 7.76}


[2]
{"formula": "C23H38F3N5OS2", "method": "ωB97M-V/def2-TZVPD", "species": ["F", "C", "F", "F", "C", "O", "C", "C", "C", "C", "C", "N", "C", "S", "C", "N", "S", "N", "C", "C", "H", "H", "H", "H", "H", "H", "H", "H", "C", "C", "N", "C", "C", "C", "C", "H", "H", "H", "H", "H", "H", "H", "H", "H", "H", "H", "H", "H", "H", "H", "C", "C", "N", "C", "C", "C", "C", "H", "H", "H", "H", "H", "H", "H", "H", "H", "H", "H", "H", "H", "H", "H"], "positions_angstrom": [[-4.444, 2.152, 3.926], [-4.375, 1.724, 2.506], [-4.064, 2.969, 1.713], [-5.702, 1.240, 1.967], [-3.151, 0.661, 2.185], [-2.790, -0.177, 3.356], [-1.408, -0.686, 3.075], [-1.232, -2.264, 3.483], [-0.918, -2.550, 5.064], [-0.791, -1.440, 6.262], [-0.463, -1.969, 7.789], [-0.309, -0.893, 8.883], [1.010, -0.440, 8.748], [2.589, 0.098, 8.275], [-0.247, -3.528, 8.247], [0.068, -4.106, 9.619], [0.171, -5.819, 9.250], [-0.121, -6.032, 7.524], [-0.375, -4.621, 7.030], [-0.696, -4.147, 5.494], [-3.545, -0.079, 1.353], [-2.244, 1.329, 1.798], [-1.306, -0.640, 1.887], [-0.608, 0.039, 3.557], [-0.401, -2.782, 2.803], [-2.245, -2.825, 3.227], [-0.907, -0.297, 6.023], [-0.760, -4.986, 4.652], [-2.340, 0.657, -1.819], [-1.204, -0.176, -2.408], [-0.916, -1.402, -1.658], [0.342, -2.042, -2.056], [0.437, -2.586, -3.478], [-2.040, -2.315, -1.449], [-2.756, -2.851, -2.685], [-2.149, 0.901, -0.769], [-2.433, 1.599, -2.370], [-3.303, 0.144, -1.891], [-0.311, 0.459, -2.403], [-1.429, -0.389, -3.459], [0.577, -2.851, -1.353], [1.151, -1.313, -1.920], [-0.127, -3.512, -3.595], [1.482, -2.820, -3.712], [0.092, -1.866, -4.226], [-2.782, -1.808, -0.821], [-1.712, -3.166, -0.837], [-2.947, -2.075, -3.431], [-3.727, -3.267, -2.395], [-2.194, -3.659, -3.157], [4.120, 5.422, -5.020], [4.182, 3.959, -4.591], [3.462, 3.673, -3.346], [3.759, 2.346, -2.797], [3.337, 1.132, -3.619], [2.051, 4.061, -3.309], [1.125, 3.465, -4.364], [4.478, 6.084, -4.224], [4.757, 5.578, -5.897], [3.106, 5.723, -5.298], [5.241, 3.715, -4.450], [3.826, 3.332, -5.417], [3.322, 2.262, -1.794], [4.842, 2.282, -2.633], [2.260, 0.965, -3.569], [3.816, 0.233, -3.216], [3.633, 1.213, -4.668], [1.993, 5.154, -3.385], [1.637, 3.842, -2.315], [1.563, 3.480, -5.366], [0.197, 4.047, -4.408], [0.844, 2.439, -4.121]], "forces_ev_per_angstrom": [[-0.3, -1.6, -4.9], [-0.4, 1.6, -0.3], [-1.2, -3.7, 2.5], [4.3, 1.7, 2.3], [-0.6, 0.0, 0.0], [1.3, 0.9, -1.9], [0.2, -0.4, -1.2], [-0.5, -0.2, 0.5], [1.0, -3.1, 3.6], [0.8, -4.2, 1.6], [-0.2, -0.3, -2.6], [7.8, 1.0, -2.3], [-2.8, -1.2, -1.5], [-5.3, -1.7, 2.0], [-0.2, -0.5, -1.2], [-1.1, -1.0, -6.7], [-0.7, 2.7, -2.6], [-0.5, 6.1, 1.5], [0.4, 0.2, 1.1], [0.0, 2.9, 1.0], [0.8, 1.8, 1.4], [-2.1, -1.4, 0.9], [0.2, -0.2, 2.6], [-1.6, -1.6, -0.9], [-1.6, 1.4, 1.6], [2.1, 1.3, 0.5], [0.2, -2.5, 0.8], [0.2, 2.1, 2.1], [-0.1, -0.1, 0.0], [-0.1, -0.1, 0.2], [0.3, -0.1, 0.2], [0.1, 0.2, 0.2], [0.1, -0.2, -0.2], [-0.1, 0.3, 0.2], [-0.2, -0.3, -0.1], [0.0, -0.1, -0.1], [0.0, -0.1, 0.1], [0.1, 0.1, 0.0], [0.1, -0.3, 0.0], [0.0, 0.1, -0.1], [-0.2, 0.1, 0.0], [-0.2, 0.1, 0.0], [0.0, 0.1, -0.1], [-0.1, 0.0, 0.0], [0.0, -0.1, 0.1], [0.1, 0.1, -0.1], [0.2, 0.2, -0.1], [0.1, 0.0, 0.1], [0.1, 0.1, 0.0], [-0.1, 0.1, -0.1], [-0.1, 0.0, 0.0], [-0.2, 0.2, 0.2], [0.1, -0.2, 0.3], [0.2, 0.2, 0.0], [-0.1, -0.4, 0.0], [0.1, 0.4, 0.0], [-0.4, -0.1, -0.1], [-0.1, -0.1, -0.1], [-0.1, -0.1, 0.1], [0.1, 0.0, 0.0], [-0.2, -0.2, 0.2], [0.0, 0.0, -0.2], [-0.1, 0.2, -0.2], [-0.1, 0.2, -0.1], [0.0, 0.0, -0.1], [0.0, 0.1, 0.0], [0.0, 0.0, 0.1], [0.2, -0.1, -0.1], [0.3, -0.1, -0.1], [0.0, 0.0, 0.1], [0.1, -0.1, 0.0], [0.1, 0.0, -0.1]], "homo_lumo_gap_ev": 6.47}


[3]
{"formula": "C4H6N2O", "method": "ωB97M-V/def2-TZVPD", "species": ["N", "C", "C", "C", "C", "O", "N", "H", "H", "H", "H", "H", "H"], "positions_angstrom": [[1.880, -0.469, -0.649], [0.449, -0.299, -0.632], [-0.514, -1.196, 0.142], [-1.461, -0.550, 0.875], [-1.009, 0.818, 0.677], [-1.614, 1.871, 1.187], [0.063, 0.998, -0.077], [2.159, -1.060, -1.422], [2.231, -0.879, 0.210], [-0.453, -2.272, -0.033], [0.104, -0.323, -1.674], [-2.374, 1.493, 1.666], [0.539, 1.866, -0.270]], "forces_ev_per_angstrom": [[0.0, -0.3, 0.1], [-0.2, 0.1, -0.1], [-0.1, -0.2, 0.0], [0.5, 0.1, -0.2], [0.1, 0.1, 0.0], [-0.1, -0.2, 0.0], [-0.2, 0.0, 0.1], [0.0, 0.1, 0.1], [-0.1, 0.0, 0.0], [0.0, 0.2, 0.1], [0.1, 0.1, 0.0], [0.1, 0.1, 0.0], [-0.1, -0.1, 0.0]], "smiles": "N[C@H]1C=C=C(O)N1", "e_above_lowest_ev": 3.0139, "homo_lumo_gap_ev": 8.34}


[4]
{"formula": "C7H11F", "method": "ωB97M-V/def2-TZVPD", "species": ["C", "C", "C", "C", "C", "C", "C", "F", "H", "H", "H", "H", "H", "H", "H", "H", "H", "H", "H"], "positions_angstrom": [[-0.068, -0.576, 0.006], [-1.442, 0.111, -0.001], [0.710, -0.906, -1.228], [-2.635, -0.470, -0.404], [1.293, 0.013, -0.193], [-1.422, 1.451, 0.603], [2.462, -0.402, 0.678], [1.365, 1.389, -0.589], [-0.109, -1.357, 0.738], [1.249, -1.821, -1.310], [0.573, -0.389, -2.210], [-3.536, 0.035, -0.301], [-2.764, -1.463, -0.939], [-1.475, 1.556, 1.732], [-2.158, 2.196, 0.351], [-0.453, 1.926, 0.338], [2.505, -1.433, 1.038], [2.480, 0.226, 1.654], [3.425, -0.090, 0.036]], "forces_ev_per_angstrom": [[-1.8, 0.2, -0.3], [-2.0, -1.6, -0.7], [1.2, 1.3, -1.2], [3.7, -1.2, -0.5], [-0.4, 0.4, 0.2], [1.3, 2.2, 1.7], [1.9, 2.8, 0.0], [0.2, -1.6, 0.5], [0.3, -0.4, 0.3], [-0.1, -0.8, -0.1], [-0.5, -0.5, 1.1], [-1.4, 1.1, 0.3], [0.7, 1.2, 0.9], [0.3, -0.9, -1.0], [-0.7, -0.2, -0.8], [-0.7, -0.2, 0.3], [-0.2, 0.0, -0.7], [0.0, -0.8, -1.7], [-1.9, -1.0, 1.7]], "smiles": "C=C(C)[C@H]1C[C@@]1(C)F", "e_above_lowest_ev": 1.9549, "homo_lumo_gap_ev": 9.94}


Taking the records one at a time from the top gives highest occupied orbital energy values of -0.319, -0.305, -0.286, -0.332 hartree.
Taking the records one at a time from the top gives calculated total energy values of -11235.3195, -63773.3496, -9270.4879, -10152.4477 eV.